1.
ORCA calculation (ωB97M-V/def2-TZVPD) on a cluster of 2 separate species, C3H9N2OP in total at a distorted geometry.

The calculation puts the relative energy (zero: lowest compared OMol25 entry of this formula, charge and spin) at 3.5296 eV. Its LUMO energy (alpha / beta) is -0.53 / 0.43 eV. The calculation puts the highest occupied orbital energy (alpha / beta) at -7.1 / -7.9 eV. Its total charge is 0.

Cartesian coordinates (Å):
C  2.011  -0.727  -0.123
C  -0.946  1.446  -1.159
C  -0.017  0.214  -0.974
N  3.029  -0.583  0.807
N  1.020  0.273  -0.072
O  2.081  -1.588  -0.969
P  -1.832  -2.041  -0.188
H  -1.507  1.486  -0.258
H  -0.432  2.433  -1.268
H  -1.847  1.309  -1.830
H  -0.003  -0.658  -1.623
H  2.726  -0.264  1.736
H  3.503  -1.442  1.123
H  1.078  0.821  0.710
H  -2.781  -1.285  0.664
H  -0.828  -2.266  0.803



2.
ORCA calculation (ωB97M-V/def2-TZVPD) on a cluster of 5 separate species, C38H82N4O5 in total at a distorted geometry.

The calculation puts the relative energy (zero: lowest compared OMol25 entry of this formula, charge and spin) at 7.3178 eV. Its LUMO energy is 0.51 eV. The calculation puts the highest occupied orbital energy at -6.7 eV. Its SMILES is CC1(C)CCCC(C)(C)N1O.CC1(C)CCCC(C)(C)N1O.CC1(C)CCCC(C)(C)N1O.CC1(C)CCCC(C)(C)N1O.CCO. Its total charge is 0.

Cartesian coordinates (Å):
C  -31.887  3.421  1.503
C  -31.660  2.871  0.030
O  -30.821  3.764  -0.590
H  -32.519  2.637  2.034
H  -32.382  4.376  1.625
H  -30.964  3.338  2.038
H  -32.632  2.701  -0.535
H  -31.091  1.943  0.154
H  -30.949  4.556  -0.208
C  -30.400  1.251  9.149
C  -29.976  1.510  7.714
C  -30.083  0.213  7.037
C  -30.235  0.265  5.480
C  -31.168  1.336  5.027
C  -30.981  2.803  5.685
N  -30.798  2.613  7.159
O  -30.862  3.695  7.820
C  -32.315  3.692  5.520
C  -29.856  3.576  5.130
C  -28.546  1.945  7.745
H  -30.084  2.031  9.819
H  -29.886  0.385  9.600
H  -31.460  1.335  9.309
H  -31.022  -0.338  7.257
H  -29.317  -0.419  7.340
H  -30.662  -0.643  5.079
H  -29.300  0.447  5.084
H  -32.168  1.025  5.385
H  -30.974  1.431  3.980
H  -29.963  4.118  7.847
H  -32.770  3.630  4.553
H  -32.036  4.731  5.816
H  -33.039  3.191  6.180
H  -28.851  3.126  5.219
H  -29.802  4.508  5.660
H  -29.966  3.899  4.061
H  -27.993  1.291  8.491
H  -28.429  2.934  8.092
H  -28.048  1.857  6.769
C  -27.758  9.992  -1.731
C  -29.120  9.633  -1.215
C  -30.148  9.200  -2.253
C  -29.830  7.791  -2.841
C  -29.797  6.802  -1.618
C  -28.853  7.151  -0.514
N  -29.055  8.564  -0.164
O  -28.629  8.972  1.027
C  -27.340  6.767  -0.683
C  -29.237  6.303  0.795
C  -29.577  11.014  -0.641
H  -27.315  9.180  -2.294
H  -27.095  10.365  -0.943
H  -27.798  10.758  -2.463
H  -30.205  9.899  -3.087
H  -31.072  9.206  -1.643
H  -28.850  7.913  -3.309
H  -30.701  7.506  -3.464
H  -29.532  5.787  -1.881
H  -30.845  6.647  -1.057
H  -27.683  9.032  0.886
H  -26.741  7.106  0.165
H  -26.927  7.272  -1.506
H  -27.271  5.698  -0.736
H  -28.434  6.334  1.504
H  -29.328  5.277  0.545
H  -30.117  6.550  1.399
H  -29.611  11.701  -1.469
H  -28.980  11.402  0.106
H  -30.609  11.019  -0.098
C  -27.496  3.911  2.753
C  -26.663  2.629  2.692
C  -27.467  1.461  3.123
C  -28.605  1.083  2.194
C  -27.965  0.895  0.858
C  -27.058  2.053  0.230
N  -26.214  2.546  1.225
O  -25.274  3.357  0.923
C  -28.011  3.134  -0.305
C  -26.195  1.527  -0.876
C  -25.457  2.792  3.506
H  -27.080  4.691  2.121
H  -27.564  4.383  3.713
H  -28.501  3.906  2.501
H  -27.863  1.558  4.093
H  -26.870  0.585  3.255
H  -29.166  1.906  2.115
H  -29.301  0.339  2.417
H  -28.668  0.561  0.107
H  -27.359  -0.008  0.964
H  -25.064  3.661  1.817
H  -28.636  2.643  -0.998
H  -27.544  3.938  -0.882
H  -28.559  3.522  0.502
H  -26.831  1.046  -1.637
H  -25.677  0.695  -0.531
H  -25.483  2.155  -1.388
H  -24.600  2.049  3.209
H  -25.758  2.565  4.492
H  -25.182  3.842  3.592
C  -31.533  -1.177  -4.311
C  -30.781  -1.380  -2.927
C  -31.693  -0.661  -1.894
C  -31.338  -0.869  -0.414
C  -31.403  -2.349  -0.271
C  -30.594  -3.263  -1.276
N  -30.658  -2.848  -2.646
O  -30.383  -3.631  -3.603
C  -31.202  -4.700  -1.260
C  -29.150  -3.372  -0.797
C  -29.330  -0.867  -3.039
H  -31.749  -0.130  -4.534
H  -32.486  -1.588  -4.274
H  -31.005  -1.530  -5.125
H  -32.727  -0.959  -2.071
H  -31.763  0.445  -2.106
H  -32.101  -0.518  0.239
H  -30.421  -0.564  0.017
H  -32.469  -2.677  -0.224
H  -31.132  -2.737  0.724
H  -29.819  -3.199  -4.213
H  -32.296  -4.743  -1.484
H  -31.112  -5.043  -0.320
H  -30.673  -5.494  -1.850
H  -28.494  -3.870  -1.430
H  -29.067  -3.785  0.212
H  -28.788  -2.372  -0.702
H  -28.629  -1.615  -2.901
H  -29.011  -0.341  -2.136
H  -29.128  -0.322  -3.980